{"formula": "C4H6EuO2", "method": "the ωB97M-V functional and the def2-TZVPD basis", "species": ["C", "H", "H", "H", "C", "Eu", "H", "C", "O", "H", "H", "O", "C"], "positions_angstrom": [[1.777846, -0.108189, -0.362032], [1.056133, -0.879952, 1.520870], [2.715736, -0.596023, -0.655355], [-2.824891, 1.251763, -0.170467], [-1.277711, 0.278773, -0.678232], [0.283823, 2.249825, 0.658615], [-1.304744, -0.613826, 1.200857], [-0.659373, -0.383714, 0.343778], [1.800422, 1.222171, -0.213670], [0.797172, -1.944510, 0.145619], [-0.560646, -0.084949, -1.520420], [-2.580353, 0.494443, -0.716156], [0.776584, -0.885817, 0.446595]], "atomic_forces_ev_per_a": [[1.352, 4.229, 3.314], [0.457, 0.086, -0.510], [-0.318, 0.186, -0.893], [-0.589, -0.163, -0.075], [3.957, -4.063, -0.113], [-2.721, 3.250, 1.918], [0.306, -0.042, 0.098], [-1.470, 0.780, 1.493], [2.444, -7.081, -2.918], [0.057, 0.147, 0.131], [-2.002, 2.037, -0.515], [-0.423, 0.870, -0.567], [-1.048, -0.238, -1.364]], "mulliken_spin": [0.012, 0.002, -0.001, 0.000, -0.011, 7.010, 0.002, 0.009, -0.019, -0.002, -0.001, 0.003, -0.004], "homo_ev": [-18.22, -18.34], "e_tot_ha": -1016.06784, "e_above_lowest_ev": 0.000, "charge": 2, "multiplicity": 8, "largest_force_ev_per_a": 8.04}


{"formula": "C4H16O3S", "method": "the ωB97M-V functional and the def2-TZVPD basis", "species": ["H", "O", "C", "H", "C", "H", "H", "H", "H", "O", "H", "H", "H", "H", "H", "S", "C", "O", "H", "H", "H", "C", "H", "H"], "positions_angstrom": [[-1.956863, 0.548075, 4.100422], [2.913418, -0.121879, 1.951293], [-1.482560, -0.757146, 0.087468], [1.405240, 0.411662, -2.514726], [-0.597757, -0.124803, -2.209145], [2.461817, 0.634245, 2.290365], [-1.198023, -0.004398, 0.820909], [0.228968, -4.975136, 3.310501], [-2.302085, -0.351082, -0.507848], [-1.100301, 0.772893, 3.707479], [-0.467153, -0.652821, -3.154973], [0.776106, 1.254844, -1.088534], [-1.105722, -4.497565, 2.934869], [0.489632, -1.316842, -0.800532], [2.838750, 0.058325, 1.015134], [0.334189, 2.600886, -2.704272], [0.517798, 0.926349, -2.119633], [-0.238196, -4.146932, 3.141946], [-1.861015, -1.627877, 0.616941], [-0.925893, 1.706050, 3.919336], [-0.763827, -2.127702, -1.458864], [-0.565409, -1.125899, -1.073664], [-0.954380, 2.424165, -3.069234], [-1.520136, 0.466897, -2.300341]], "atomic_forces_ev_per_a": [[0.355, 0.232, -0.037], [0.203, -0.391, -0.514], [-0.781, -0.020, -0.940], [0.417, 0.837, 0.088], [-0.258, 1.198, -0.908], [-0.491, 0.737, 1.022], [0.517, -0.045, -0.161], [0.373, 0.266, 0.107], [-0.709, 0.096, 0.766], [-0.050, 0.384, -0.089], [0.000, 0.158, -0.094], [0.038, -0.611, 0.181], [-0.459, 0.250, -0.081], [-0.149, 0.500, 0.271], [0.308, -0.366, -0.485], [-0.255, -0.847, -0.488], [0.633, -0.492, 0.528], [0.064, -0.519, -0.050], [0.193, -0.016, 0.053], [-0.302, -0.576, 0.068], [-0.762, 0.199, -0.115], [1.536, -0.654, 0.697], [-0.123, 0.351, -0.083], [-0.296, -0.673, 0.266]], "mulliken_spin": [0.000, 0.000, 0.000, 0.041, 0.017, 0.000, 0.000, 0.000, 0.001, 0.000, 0.001, 0.095, 0.000, 0.000, 0.000, 0.910, -0.055, 0.000, 0.000, 0.000, 0.000, 0.007, -0.009, -0.009], "homo_ev": [-13.34, -13.34], "e_tot_ha": -785.52595, "e_above_lowest_ev": 1.122, "charge": 1, "multiplicity": 2, "largest_force_ev_per_a": 1.81}


{"formula": "C38H53N6O6PPt", "method": "the ωB97M-V functional and the def2-TZVPD basis", "species": ["H", "C", "H", "H", "C", "N", "C", "C", "C", "C", "C", "H", "H", "C", "C", "H", "H", "N", "H", "H", "H", "C", "H", "H", "C", "O", "H", "C", "C", "H", "H", "H", "H", "H", "O", "H", "C", "C", "H", "H", "C", "H", "C", "Pt", "C", "H", "H", "H", "H", "H", "H", "H", "C", "H", "H", "H", "C", "C", "H", "C", "N", "P", "N", "C", "C", "H", "N", "N", "H", "H", "H", "O", "C", "H", "H", "C", "H", "H", "C", "H", "H", "H", "C", "C", "H", "H", "C", "H", "O", "C", "C", "H", "C", "C", "C", "H", "C", "O", "O", "H", "C", "H", "H", "H", "C"], "positions_angstrom": [[1.339169, -5.653670, -1.574461], [-2.710779, -4.384875, -0.357295], [-0.958670, -0.343769, 4.828105], [2.882485, -2.896820, 0.252057], [1.672369, 1.758796, 1.398574], [-5.136596, 4.827391, -2.070660], [-2.414346, -2.072016, -1.013570], [1.205143, -3.809027, -2.650128], [-1.329342, 1.353581, 2.872255], [0.504734, 1.921012, 4.493228], [0.521648, -3.614370, -4.957964], [1.743998, -1.285934, 2.746941], [0.947743, 0.340013, -2.828563], [0.974468, -4.377061, -3.887451], [2.663924, 1.055146, 0.623460], [-0.155873, 3.039747, -2.463246], [-4.818594, -1.830919, -0.073045], [-3.369805, -3.155588, -0.792445], [0.360162, -4.078647, -5.920927], [4.505910, -3.245831, 0.875268], [-2.562963, -1.434456, 2.717977], [0.928756, -2.419754, -2.474113], [-0.757141, -0.029177, -2.841142], [-0.537624, 3.557409, 0.887712], [3.621056, -2.620772, 1.004775], [-2.537963, 0.845702, -0.217049], [-1.687768, -2.369797, -1.776500], [5.039271, -0.809329, 1.965265], [-2.072879, 2.744816, -1.546523], [-4.092622, 2.693879, -0.828936], [2.708239, 4.962470, 2.003644], [0.066504, 0.309836, -4.369690], [1.776077, 4.707202, -0.385083], [-1.931995, -4.643305, -1.078295], [-0.402475, 1.370229, -0.633040], [5.023112, 0.108220, -0.588252], [0.042521, 0.934551, 3.413324], [2.827762, -0.239051, 1.104332], [3.645003, 3.464538, 1.942171], [2.432876, 3.695401, 3.204602], [-1.595119, 4.498217, -3.089399], [-2.935989, -1.184746, -1.364547], [4.621152, -0.901661, -0.501938], [0.657495, -0.515068, 0.111552], [-1.652546, 1.536631, -0.717391], [-2.058577, 1.364830, 3.686767], [1.509639, 1.674213, 4.841995], [1.526793, -4.224062, -0.549730], [0.516009, 2.949401, 4.140180], [2.835978, -4.723745, -1.598000], [-5.133287, -3.547870, 0.232092], [3.040139, 3.495304, -0.415364], [4.007723, -1.149923, 0.875695], [4.628411, -0.974506, 2.962537], [-0.037892, 3.878254, 2.555578], [-3.463803, -0.584455, 1.461826], [-2.876441, 5.002218, -3.015765], [1.098941, 0.803133, 2.313629], [5.442457, -1.599244, -0.674711], [-2.929572, -1.504471, 1.694079], [1.060873, -1.845251, -1.284855], [-1.490243, -1.639527, 0.526378], [-2.114095, -4.318946, 0.978135], [-4.359201, -2.777684, 0.214016], [-3.742562, 4.321485, -2.184946], [1.155078, -5.436986, -4.018187], [-0.622746, 5.196814, -3.970262], [-3.822656, -2.654485, 1.567583], [-3.182739, 5.874970, -3.571201], [5.923861, -1.440110, 1.855487], [-0.536842, -3.346460, 1.975425], [0.493156, 4.727013, -4.043473], [-3.154071, -3.906152, 1.921534], [3.203345, -2.842273, 1.988663], [-0.237710, -3.685415, 0.277284], [0.468551, -1.632223, -3.577639], [-3.459072, -5.180323, -0.352967], [0.746005, -0.743505, 4.639854], [-3.380386, 3.206487, -1.458500], [-2.716908, -3.803600, 2.916928], [-1.669581, 0.660935, 2.112060], [-0.411208, -1.204110, 3.385750], [-1.171409, 3.394400, -2.378577], [-1.003223, -3.361007, 0.986473], [-1.329004, 2.332164, 2.414099], [-3.912219, -4.691228, 1.958274], [0.172327, -0.172383, -3.398842], [0.361618, 5.019796, 1.292255], [-5.414515, 5.828263, -2.695845], [0.282364, -2.252210, -4.795422], [1.815924, -0.415086, 2.117169], [5.351430, 0.233625, 1.894124], [1.748637, -4.644801, -1.527607], [0.257544, 3.955659, 1.514187], [-0.148095, -0.423698, 4.101842], [-0.059004, -1.661211, -5.635802], [2.659518, 3.882061, 2.155517], [-0.991614, 6.222083, -4.501291], [-5.885933, 4.225800, -1.332724], [3.881315, -1.044442, -1.292335], [1.978890, 3.647997, -0.221362], [-0.171986, 1.876220, 5.349087], [1.402542, 3.064770, -0.937260], [3.273527, 1.507729, -0.137977], [1.593509, 3.276622, 1.220553]], "atomic_forces_ev_per_a": [[0.024, -0.027, 0.004], [0.011, -0.096, -0.075], [-0.005, -0.013, 0.004], [0.086, 0.068, 0.049], [0.060, -0.034, -0.131], [0.355, 0.043, 0.195], [0.121, -0.020, -0.044], [0.011, -0.155, -0.037], [0.010, -0.057, 0.099], [0.078, 0.016, 0.047], [0.007, 0.012, 0.015], [-0.036, -0.006, -0.021], [0.010, -0.030, -0.022], [-0.008, 0.007, 0.011], [-0.021, 0.230, 0.177], [0.003, 0.021, -0.013], [0.007, 0.014, -0.012], [0.035, -0.014, 0.135], [-0.015, -0.014, -0.022], [0.020, -0.033, -0.008], [-0.006, -0.032, 0.053], [0.118, 0.169, 0.328], [0.015, -0.022, -0.002], [-0.037, -0.015, -0.054], [-0.078, -0.053, -0.004], [-0.334, -0.173, 0.094], [-0.062, -0.008, 0.018], [0.055, -0.007, -0.033], [-0.047, 0.002, 0.117], [0.000, 0.018, 0.012], [-0.006, 0.023, -0.006], [-0.019, 0.010, -0.009], [-0.005, 0.013, -0.022], [-0.002, -0.003, -0.016], [0.374, 0.050, -0.251], [0.000, 0.030, 0.009], [0.050, 0.016, -0.097], [-0.098, -0.116, 0.243], [0.002, -0.012, -0.002], [-0.024, -0.018, 0.030], [0.159, 0.163, -0.346], [-0.030, 0.047, -0.017], [0.002, -0.057, -0.048], [-0.325, 0.133, 0.250], [0.011, 0.175, -0.171], [0.005, -0.001, 0.010], [0.001, -0.021, 0.014], [-0.040, -0.010, -0.057], [0.027, -0.012, -0.003], [0.018, 0.009, -0.018], [-0.003, -0.015, -0.003], [0.002, 0.004, -0.009], [-0.049, 0.009, -0.095], [-0.030, -0.004, 0.007], [-0.023, -0.016, 0.014], [-0.037, 0.000, 0.005], [0.012, -0.087, 0.053], [0.181, 0.008, -0.038], [0.026, 0.000, 0.005], [-0.042, 0.123, -0.120], [-0.143, 0.071, -0.165], [0.356, -0.098, 0.020], [-0.098, 0.191, -0.018], [-0.157, 0.001, -0.016], [-0.373, 0.136, -0.063], [0.019, -0.015, -0.023], [-0.009, 0.088, 0.565], [0.149, -0.072, -0.026], [0.007, -0.031, 0.012], [0.011, -0.011, -0.015], [0.003, -0.020, 0.041], [-0.022, -0.033, -0.189], [-0.023, 0.008, 0.044], [-0.001, -0.001, 0.018], [-0.066, -0.025, 0.055], [-0.034, 0.109, -0.177], [0.004, -0.015, 0.011], [0.025, 0.026, -0.002], [0.101, -0.112, 0.019], [0.023, -0.005, -0.007], [-0.041, -0.087, -0.095], [-0.017, -0.008, -0.024], [0.007, -0.141, 0.130], [0.008, -0.115, -0.033], [0.040, 0.118, -0.007], [0.008, -0.020, -0.021], [-0.003, -0.056, -0.033], [-0.016, -0.002, -0.006], [-0.110, -0.044, -0.060], [0.021, 0.017, 0.013], [-0.037, 0.109, 0.100], [-0.009, 0.016, -0.002], [-0.014, -0.008, 0.014], [-0.011, 0.015, -0.025], [-0.029, 0.012, 0.065], [-0.020, -0.001, -0.025], [0.034, -0.005, 0.016], [0.012, -0.086, -0.179], [-0.092, -0.016, -0.085], [-0.031, -0.018, 0.010], [-0.015, 0.052, -0.024], [-0.025, 0.002, 0.005], [-0.010, -0.006, -0.009], [0.005, -0.036, -0.051], [0.061, -0.113, 0.051]], "mulliken_spin": [0.005, -0.005, 0.000, -0.023, 0.196, 0.000, 0.012, 0.197, 0.013, 0.017, 0.209, -0.005, -0.005, -0.123, 0.150, 0.000, -0.001, 0.006, 0.010, -0.002, -0.008, 0.014, 0.013, -0.009, 0.009, 0.009, 0.017, 0.020, 0.007, 0.000, 0.004, 0.003, -0.001, 0.000, 0.089, -0.001, -0.033, 0.092, -0.001, -0.005, 0.000, -0.005, 0.005, 1.401, -0.051, 0.000, 0.002, -0.008, 0.000, 0.013, 0.001, 0.002, 0.002, 0.001, 0.001, -0.001, 0.000, 0.121, -0.001, 0.053, 1.162, 0.082, 0.003, -0.001, 0.001, 0.004, 0.000, 0.020, 0.000, 0.001, 0.002, 0.000, 0.001, 0.003, -0.004, 0.168, 0.000, -0.001, -0.002, -0.001, -0.011, 0.001, -0.004, -0.002, 0.001, 0.001, 0.016, 0.000, 0.000, -0.119, 0.137, -0.001, 0.013, 0.020, 0.003, 0.003, 0.042, 0.000, 0.000, -0.005, 0.028, -0.001, -0.008, 0.029, 0.015], "homo_ev": [-6.61, -8.36], "e_tot_ha": -2720.17558, "e_above_lowest_ev": 0.000, "multiplicity": 5, "largest_force_ev_per_a": 0.57}


{"formula": "C6H7As2F6N3O3S4Tc", "method": "the ωB97M-V functional and the def2-TZVPD basis", "species": ["As", "H", "C", "F", "H", "C", "F", "F", "S", "H", "O", "S", "Tc", "S", "O", "H", "N", "H", "S", "N", "F", "C", "F", "C", "N", "O", "H", "H", "As", "F", "C", "C"], "positions_angstrom": [[1.606843, 3.105459, -1.172165], [-1.823093, -2.701190, 0.139795], [-2.862918, -0.858620, 0.620396], [2.071978, 3.879623, 0.342541], [-1.514484, 0.648678, 0.853465], [-2.655464, -2.084132, -0.255304], [0.537366, 1.017039, 0.161460], [2.492422, 4.076693, -2.228094], [3.582697, -0.460676, 1.191768], [-2.406989, -1.872985, -1.283659], [-2.931414, -2.218623, 2.952396], [4.769309, 1.320074, 4.394800], [1.250990, -0.624733, 1.007255], [4.457011, 2.749392, 2.819963], [0.708827, -2.060917, 1.427041], [-3.599568, -2.662894, -0.211547], [2.249190, -1.318612, -3.378063], [-3.637831, 0.378129, -0.726097], [1.097038, 0.575936, 3.231565], [1.450231, -1.182779, -1.040394], [2.876234, 1.929825, -0.940398], [2.022901, -2.229535, -4.264256], [0.093719, 3.881240, -1.017366], [1.847689, -1.364151, -2.131331], [1.817798, -3.016970, -5.063955], [-1.608316, -0.345201, 0.750450], [-4.150023, 0.827574, 0.971891], [-4.859875, -0.624900, 0.106695], [3.246206, 0.836923, 2.899535], [0.940798, 2.071950, -2.409839], [-3.057425, -1.682547, 1.978464], [-4.011850, 0.010928, 0.272989]], "atomic_forces_ev_per_a": [[0.983, 0.176, -1.860], [-0.473, 0.270, -0.154], [0.928, -1.707, -0.378], [-0.332, -1.168, -0.879], [-0.556, -1.315, -0.204], [-0.832, -1.533, 0.354], [0.382, -0.681, 1.111], [-0.564, -0.058, 0.683], [-0.533, 0.052, 0.305], [-0.085, 0.551, -0.286], [-0.281, 0.203, -0.909], [0.223, 1.462, -0.969], [0.359, 1.072, -3.165], [0.007, -1.313, 1.478], [0.094, -0.289, 0.851], [0.536, -0.065, -0.318], [-0.781, 1.384, 5.598], [-0.827, 0.079, 0.821], [1.324, 0.240, -0.826], [-0.382, 0.617, 2.671], [-0.967, 0.549, 0.542], [-0.169, -0.683, -0.332], [0.547, -0.615, 0.195], [1.418, 0.548, -4.676], [-0.245, -1.071, -1.199], [0.973, 2.403, 0.765], [-0.296, 0.083, -0.020], [-0.713, 0.096, 0.035], [-1.575, -0.877, -0.849], [0.355, 0.676, 1.477], [0.146, 0.452, 1.362], [1.333, 0.463, -1.223]], "mulliken_spin": [0.000, 0.000, 0.000, 0.000, 0.000, 0.000, 0.000, 0.000, -0.003, 0.000, 0.000, 0.453, -0.006, 0.586, 0.002, 0.000, 0.002, 0.000, -0.010, 0.001, 0.000, 0.000, 0.000, 0.000, 0.001, 0.000, 0.000, 0.000, -0.024, 0.000, 0.000, 0.000], "homo_ev": [-13.38, -13.37], "e_tot_ha": -7366.41503, "e_above_lowest_ev": 0.788, "charge": 2, "multiplicity": 2, "largest_force_ev_per_a": 5.82}


{"formula": "C4H5N3O", "method": "the ωB97M-V functional and the def2-TZVPD basis", "species": ["H", "H", "C", "O", "H", "C", "N", "C", "H", "N", "C", "N", "H"], "positions_angstrom": [[-4.172751, 0.243692, -0.817733], [4.303828, -1.570390, 0.021826], [3.657595, -0.744201, -0.063084], [0.006039, -0.582381, 0.123058], [1.778466, 2.014098, -0.136050], [-1.361858, -0.646353, -0.046375], [0.433820, 0.780566, 0.043204], [2.825229, 0.117294, -0.033817], [-1.746689, -1.672122, -0.117256], [-3.534954, -0.116489, -0.014755], [1.689724, 1.042113, 0.035375], [-2.201706, 0.323174, -0.058812], [-3.955431, 0.119892, 0.924689]], "atomic_forces_ev_per_a": [[1.930, -0.302, 2.087], [0.485, -0.244, -0.158], [-0.483, 0.305, 0.235], [-0.015, 1.273, -0.589], [1.061, 4.195, -0.334], [-1.441, 0.425, 0.384], [-0.289, -0.403, 0.273], [-1.214, 0.449, 0.324], [0.567, 0.087, 0.170], [-2.755, -0.683, -0.407], [-0.748, -5.313, -0.274], [2.196, 0.234, 0.024], [0.705, -0.023, -1.737]], "mulliken_charge": [0.239, 0.408, 0.220, -0.114, 0.405, 0.126, -0.396, -0.354, 0.419, -0.605, -0.347, -0.234, 0.233], "homo_ev": -8.45, "e_tot_ha": -394.71280, "e_above_lowest_ev": 6.932, "largest_force_ev_per_a": 5.37}